1.
Density functional theory data (wB97M-V/def2-TZVPD) for a molecular structure, C34H53Br33NOS.

Properties
**Molecular weight**: 3160.70 g mol⁻¹
**LUMO energy**: -3.379 eV

The geometry in ORCA input format:
```
! RIJCOSX wB97M-V def2-TZVPD def2/J DEFGRID3
* xyz 1 1
C 7.112 -0.764 0.790
C 6.964 0.744 0.406
C 5.589 1.293 0.917
C 5.657 2.681 1.631
C 4.402 3.511 1.215
C 3.056 2.744 1.381
C 1.889 3.795 1.562
C 0.828 3.744 0.427
C -0.069 2.455 0.484
C -0.627 2.205 -0.965
C 0.027 1.057 -1.714
C 1.402 1.089 -2.059
C 1.904 -0.002 -2.761
C 1.099 -1.094 -3.139
C 1.763 -2.197 -3.950
C 1.842 -3.604 -3.257
C 1.802 -3.587 -1.718
C 2.897 -2.745 -1.035
O 2.233 -1.983 -0.030
C 3.180 -1.239 0.736
N -0.191 -1.060 -2.791
C -1.137 -2.135 -3.173
S -2.315 -2.622 -1.850
C -1.468 -2.518 -0.237
C -2.511 -2.044 0.838
C -0.719 -0.027 -2.101
H 6.612 -1.417 0.053
H 6.673 -0.991 1.775
H 8.171 -1.079 0.801
H 6.905 0.742 -0.698
H 7.834 1.340 0.715
H 4.885 1.274 0.068
H 5.209 0.568 1.660
H 6.604 3.154 1.337
H 5.557 2.510 2.715
H 4.363 4.376 1.887
H 4.501 3.776 0.148
H 3.021 2.079 2.261
H 2.797 2.131 0.498
H 1.360 3.596 2.509
H 2.353 4.791 1.533
H 0.189 4.638 0.567
H 1.327 3.877 -0.551
H -0.923 2.750 1.120
H 0.489 1.609 0.912
H -0.485 3.150 -1.520
H -1.715 2.022 -0.969
H 2.062 1.924 -1.819
H 2.952 0.001 -3.066
H 2.762 -1.866 -4.272
H 1.183 -2.334 -4.883
H 1.000 -4.232 -3.590
H 2.758 -4.093 -3.631
H 0.811 -3.326 -1.308
H 1.971 -4.632 -1.394
H 3.377 -2.040 -1.754
H 3.718 -3.341 -0.596
H 2.621 -0.576 1.410
H 3.814 -1.947 1.304
H 3.805 -0.669 0.022
H -0.653 -3.037 -3.565
H -1.750 -1.736 -3.997
H -0.637 -1.791 -0.213
H -1.038 -3.477 0.100
H -2.025 -1.436 1.617
H -2.910 -2.940 1.339
H -3.346 -1.494 0.376
H -1.780 -0.003 -1.845
C -4.259 2.607 1.775
Br -3.561 4.404 1.860
Br -4.565 2.048 -0.040
Br -3.137 1.356 2.719
H -5.221 2.612 2.275
C -1.131 -6.403 -1.164
Br 0.371 -6.819 -0.021
Br -0.670 -6.534 -3.035
Br -2.676 -7.463 -0.734
H -1.397 -5.370 -0.977
C -3.901 -3.818 -5.772
Br -4.197 -2.135 -4.875
Br -2.942 -3.594 -7.426
Br -3.046 -5.090 -4.602
H -4.876 -4.221 -6.016
C 0.117 -10.854 0.680
Br -1.291 -11.254 1.938
Br 1.849 -11.356 1.363
Br -0.223 -11.638 -1.051
H 0.126 -9.780 0.546
C -7.191 5.540 2.981
Br -7.703 6.564 4.535
Br -7.789 3.705 3.102
Br -7.778 6.374 1.347
H -6.108 5.519 2.954
C -7.954 -0.314 3.948
Br -8.586 -2.124 4.139
Br -6.770 0.191 5.384
Br -7.140 -0.021 2.222
H -8.819 0.333 4.005
C -6.424 -6.174 0.620
Br -5.440 -4.511 0.569
Br -6.754 -6.861 -1.152
Br -5.559 -7.482 1.742
H -7.388 -5.959 1.063
C 2.537 -2.655 -7.832
Br 0.621 -2.863 -7.707
Br 3.261 -3.605 -9.342
Br 3.052 -0.795 -7.836
H 2.964 -3.100 -6.942
C -2.343 7.651 4.003
Br -4.222 7.240 4.138
Br -1.538 6.833 2.443
Br -2.021 9.547 4.060
H -1.861 7.220 4.872
C 4.149 6.810 -0.959
Br 4.785 8.188 -2.146
Br 5.232 6.679 0.630
Br 2.279 7.042 -0.536
H 4.241 5.869 -1.486
C -1.461 7.946 8.594
Br -0.766 6.814 7.188
Br -1.335 9.814 8.138
Br -3.256 7.448 9.087
H -0.836 7.788 9.463
*
```

=====

2.
Density functional theory data (wB97M-V/def2-TZVPD) for 2 unconnected molecules or ions with the total composition C3H10O2.

Properties
**Molecular weight**: 78.11 g mol⁻¹
**Energy relative to the best compared isomer or geometry (same formula, charge and spin)**: 28.83 kcal per mole
**LUMO energy**: 0.842 eV
**SMILES**: CCCO.O

The geometry in ORCA input format:
```
! RIJCOSX wB97M-V def2-TZVPD def2/J DEFGRID3
* xyz 0 1
C 1.565 -0.127 -2.246
C 1.039 0.850 -1.172
C 1.173 0.508 0.316
O -0.085 0.555 0.905
H 2.522 -0.398 -2.001
H 0.931 -1.003 -2.281
H 1.794 0.365 -3.258
H 0.078 1.123 -1.455
H 1.641 1.851 -1.347
H 1.903 1.281 0.747
H 1.579 -0.489 0.357
H -0.278 1.322 1.521
O -3.255 -1.499 1.879
H -3.439 -2.312 1.399
H -2.666 -1.576 2.655
*
```

=====

3.
Density functional theory data (wB97M-V/def2-TZVPD) for a molecular structure, C34H21Cl5FeN5OTe.

Properties
**<S²>**: 0.76
**Molecular weight**: 876.29 g mol⁻¹
**Energy relative to the best compared isomer or geometry (same formula, charge and spin)**: 43.83 kcal per mole
**LUMO energy (spin up / spin down)**: -0.734 / -0.743 eV

The geometry in ORCA input format:
```
! RIJCOSX wB97M-V def2-TZVPD def2/J DEFGRID3
* xyz 0 2
Fe -0.835 0.994 -0.641
Cl 2.889 3.690 0.508
C 1.569 4.379 -0.355
C 0.791 3.568 -1.188
C -0.433 4.102 -1.627
Cl -1.500 2.993 -2.394
C -0.798 5.410 -1.407
Cl -2.301 6.017 -1.971
C 0.077 6.248 -0.697
Cl -0.271 7.917 -0.520
C 1.229 5.700 -0.114
Cl 2.197 6.677 0.916
N -4.228 -8.765 -1.051
C -3.788 -7.706 -1.015
C -3.258 -6.397 -0.971
C -2.648 -5.852 -2.102
C -2.164 -4.560 -2.063
C -2.295 -3.796 -0.909
C -2.880 -4.356 0.224
C -3.364 -5.646 0.201
C -1.842 -2.390 -0.848
C -2.841 -1.414 -1.004
C -4.214 -1.656 -1.238
C -4.837 -0.417 -1.290
C -3.833 0.532 -1.104
N -2.634 -0.050 -0.949
C -0.499 -2.162 -0.513
C 0.482 -3.158 -0.257
C 1.610 -2.498 0.193
C 1.288 -1.138 0.194
N 0.041 -0.924 -0.250
H -2.559 -6.448 -2.998
H -1.698 -4.130 -2.935
H -2.954 -3.761 1.121
H -3.820 -6.081 1.079
H -4.673 -2.618 -1.356
H -5.881 -0.221 -1.441
H -3.929 1.605 -1.077
H 0.350 -4.214 -0.391
H 2.554 -2.927 0.479
H 1.902 -0.318 0.527
Te 1.312 1.801 -2.300
C 3.359 1.435 -1.764
C 4.315 2.445 -1.759
C 5.601 2.176 -1.331
C 5.960 0.892 -0.952
C 5.035 -0.135 -1.043
C 3.740 0.134 -1.452
H 4.047 3.442 -2.078
H 6.327 2.973 -1.280
H 6.961 0.690 -0.601
H 5.317 -1.144 -0.776
H 3.021 -0.670 -1.524
N 3.006 1.434 3.306
C 1.906 1.349 4.093
O 1.992 1.277 5.302
C 0.584 1.324 3.402
C -0.548 1.003 4.167
C -1.788 0.984 3.559
C -1.879 1.283 2.210
N -0.808 1.611 1.470
C 0.385 1.632 2.063
H 3.895 1.536 3.767
H 2.981 1.556 2.311
H -0.418 0.789 5.216
H -2.677 0.739 4.118
H -2.829 1.275 1.691
H 1.200 1.936 1.419
*
```